Density functional theory data (ωB97M-V/def2-TZVPD) for a cluster of 2 separate species, C5H9N2OS in total in a non-equilibrium geometry.

As for the net charge: +1. As for the spin multiplicity: 1. The energy above the lowest of the compared OMol25 structures with the same formula, charge and spin is 4.4652 eV. The maximum force comes out at 8.122 eV/Å. For the orbital gap, the calculation gives 0.20710 hartree.

Geometry (Å):
C  -4.00321  0.33172  2.00135
C  1.59200  -0.99628  -1.71360
C  -5.14227  0.78926  2.59175
C  1.65112  -0.85912  -4.03677
C  3.40707  0.20534  -2.67184
N  -2.99420  -0.02256  1.48923
N  2.23058  -0.62888  -2.73725
O  1.12481  -1.66090  -0.89964
S  -1.66578  -0.57090  0.89735
H  -4.98167  1.76398  2.79318
H  -5.38139  0.23675  3.41253
H  -5.87786  0.72494  1.88354
H  1.14256  0.01347  -4.40567
H  2.52620  -1.11147  -4.63863
H  0.75507  -1.60296  -4.13080
H  3.53077  0.61425  -1.70157
H  4.34434  -0.29758  -3.01961
H  3.25372  1.14368  -3.35937


Density functional theory data (ωB97M-V/def2-TZVPD) for a cluster of 13 separate species, C27H74O13 in total in a non-equilibrium geometry.

As for the spin multiplicity: 1. The energy above the lowest of the compared OMol25 structures with the same formula, charge and spin is 2.4477 eV. The maximum force comes out at 3.188 eV/Å. For the orbital gap, the calculation gives 0.35483 hartree.

Geometry (Å):
C  4.50539  -0.69947  2.54797
C  3.72513  0.16067  3.57659
C  3.44490  1.48486  2.82948
O  3.90535  1.23876  1.50765
C  3.98480  -0.14410  1.24873
H  4.27157  -1.75896  2.65242
H  5.57463  -0.49963  2.61777
H  4.38428  0.27868  4.43664
H  2.85734  -0.34914  3.99509
H  3.96430  2.30180  3.33041
H  2.43044  1.87859  2.89218
H  4.77095  -0.38338  0.53262
H  3.06949  -0.66634  0.97019
C  -6.16152  1.32938  0.50470
C  -6.41624  1.64603  1.92367
C  -5.35160  2.74855  2.17144
O  -4.44119  2.60498  1.12591
C  -4.66656  1.51544  0.25869
H  -6.80340  2.05550  0.00586
H  -6.48242  0.34735  0.15722
H  -6.22316  0.82588  2.61517
H  -7.41137  2.04396  2.12233
H  -4.87657  2.67484  3.14970
H  -5.92310  3.67151  2.07316
H  -4.23296  0.61015  0.68359
H  -4.36121  1.56083  -0.78668
C  -0.71285  0.66452  0.30684
C  -1.33095  -0.00223  -0.90218
C  -0.23447  -0.88016  -1.44187
O  0.96203  -0.48163  -0.77284
C  0.73446  0.83641  -0.18057
H  -0.70747  -0.00905  1.16379
H  -1.27133  1.55135  0.60636
H  -1.53766  0.76595  -1.64734
H  -2.24299  -0.53832  -0.63972
H  -0.15833  -0.68078  -2.51077
H  -0.37431  -1.92884  -1.17948
H  0.92214  1.70337  -0.81402
H  1.47205  1.10925  0.57416
O  3.14407  3.20033  -0.37146
H  2.42707  3.59221  0.12710
H  3.66832  2.73979  0.28375
O  -0.37732  -4.68926  -2.35074
H  -0.77874  -5.54913  -2.47614
H  -0.13330  -4.67099  -1.42535
O  3.90282  1.27135  -2.71572
H  3.61415  0.37854  -2.52652
H  3.62826  1.77922  -1.95223
O  1.44349  -3.24302  -3.57486
H  0.74231  -3.62433  -3.04649
H  2.09870  -3.93765  -3.64141
O  2.97738  -1.38057  -2.23927
H  2.37169  -1.15455  -1.53337
H  2.45523  -1.90785  -2.84389
C  0.29360  1.66626  -4.45262
C  0.75590  0.93808  -5.74365
C  0.98850  -0.46826  -5.39614
O  -0.37729  1.09136  -6.59689
H  -0.14452  2.65698  -4.57359
H  1.10394  1.86099  -3.75010
H  -0.55856  1.15117  -4.00922
H  1.64795  1.39425  -6.17292
H  1.33132  -0.52621  -4.36308
H  1.82707  -0.75882  -6.02897
H  0.15012  -1.15395  -5.51877
H  -0.66780  0.30889  -7.07117
C  -0.29819  3.64948  2.64492
C  0.42712  4.78649  3.37469
C  0.87986  4.32035  4.77547
O  1.50412  5.11372  2.55261
H  -0.77119  3.04140  3.41603
H  0.42765  2.95296  2.22524
H  -0.92607  4.03038  1.83944
H  -0.35313  5.54209  3.46628
H  1.40631  3.36660  4.81144
H  -0.03109  4.11766  5.33868
H  1.48893  5.09498  5.24139
H  1.12753  5.45944  1.74003
C  -1.01064  0.88864  5.66297
C  -1.29030  -0.58717  5.36807
C  -0.88617  -1.03986  3.98442
O  -0.62218  -1.31998  6.29345
H  0.03870  1.10540  5.46301
H  -0.99850  1.12445  6.72709
H  -1.66451  1.50224  5.04327
H  -2.35704  -0.59679  5.59181
H  -0.86345  -2.12155  3.85196
H  0.15759  -0.78339  3.80309
H  -1.62491  -0.70591  3.25583
H  0.18008  -1.61413  5.85591
C  1.78213  -3.30250  1.64818
C  2.21169  -3.59386  0.26104
C  3.70119  -3.50727  -0.06637
O  1.65000  -4.82795  -0.08040
H  2.30056  -2.42097  2.02530
H  1.94748  -4.19397  2.25321
H  0.70599  -3.12949  1.65873
H  1.78661  -2.74265  -0.27079
H  4.08415  -2.54669  0.27818
H  3.81431  -3.74271  -1.12461
H  4.27113  -4.24257  0.50160
H  2.32799  -5.43863  -0.37875
C  -2.95192  -0.53096  -4.73471
C  -2.47232  -1.96317  -4.94888
C  -3.39968  -3.00048  -4.12287
O  -2.57755  -2.33988  -6.29973
H  -2.88128  -0.04740  -5.70902
H  -2.40422  0.07082  -4.00946
H  -3.95314  -0.45191  -4.31115
H  -1.45486  -2.01744  -4.56169
H  -3.51290  -2.64842  -3.09753
H  -2.88413  -3.96006  -4.08399
H  -4.40715  -3.07350  -4.53248
H  -2.21657  -3.22723  -6.36212


Density functional theory data (ωB97M-V/def2-TZVPD) for the ion C5H12NS with charge -1 in a non-equilibrium geometry.

As for the net charge: -1. As for the spin multiplicity: 1. The energy above the lowest of the compared OMol25 structures with the same formula, charge and spin is 2.0312 eV. The maximum force comes out at 3.177 eV/Å. Its structure (SMILES) is CN(C)CCC[S-]. For the orbital gap, the calculation gives 0.20482 hartree.

Geometry (Å):
C  -1.20929  2.08039  0.54002
N  -0.23644  1.99085  -0.52979
C  0.55735  3.29057  -0.62113
C  0.54714  0.69930  -0.78409
C  0.37945  -0.35595  0.27767
C  0.30689  -1.80729  -0.37441
S  -0.17837  -3.20540  0.72037
H  -0.90779  1.79934  1.59679
H  -2.10315  1.46475  0.31269
H  -1.81637  3.02300  0.64140
H  0.99437  3.31852  -1.64925
H  -0.13622  4.13059  -0.57026
H  1.46249  3.26673  0.06922
H  0.26527  0.31848  -1.74726
H  1.64095  0.89168  -0.96678
H  1.22691  -0.40385  1.08365
H  -0.45420  -0.10597  1.02795
H  -0.50871  -1.70591  -1.18384
H  1.35619  -2.08907  -0.65999


Density functional theory data (ωB97M-V/def2-TZVPD) for the ion C4H11N2O with charge -2 in a non-equilibrium geometry.

As for the net charge: -2. As for the spin multiplicity: 2. The energy above the lowest of the compared OMol25 structures with the same formula, charge and spin is 0.7108 eV. The maximum force comes out at 2.959 eV/Å. For the orbital gap (alpha / beta), the calculation gives 0.11265 / 0.26450 hartree.

Geometry (Å):
C  0.34601  0.52059  0.09509
N  -1.11807  0.63423  -0.26161
C  -1.31707  1.05689  -1.78736
O  -1.22497  0.08507  -2.62400
C  0.58711  -0.71525  0.96590
C  2.17054  -0.99111  0.91847
N  0.15939  -0.55898  2.37042
H  0.80494  0.29080  -0.88634
H  0.63218  1.47247  0.54323
H  -1.35187  -0.35279  -0.31485
H  -2.37126  1.53236  -1.70563
H  -0.66107  1.97500  -1.88809
H  0.18096  -1.59246  0.45511
H  2.67772  -0.14747  1.37788
H  2.44631  -1.23482  -0.10195
H  2.21339  -1.89699  1.54392
H  0.96387  -0.85624  2.89896
H  -0.34252  0.31339  2.43839


Density functional theory data (ωB97M-V/def2-TZVPD) for a cluster of 2 separate species, C28H32I3N6O5S2 in total in a non-equilibrium geometry.

As for the net charge: +1. As for the spin multiplicity: 1. The energy above the lowest of the compared OMol25 structures with the same formula, charge and spin is 0.0000 eV. The maximum force comes out at 3.456 eV/Å. For the orbital gap, the calculation gives 0.26556 hartree.

Geometry (Å):
C  -1.22988  2.33364  3.70712
C  0.32028  2.11355  3.55284
C  1.04688  3.23654  2.70575
C  0.43220  3.25758  1.24937
O  1.53500  2.97181  0.30398
C  1.19971  1.84920  -0.43546
C  1.65569  0.49643  -0.04424
C  2.56608  0.40966  1.20410
C  4.03957  -0.15769  0.88421
S  5.26387  0.79490  1.86710
C  5.34319  0.01402  3.50420
N  6.31002  0.07610  4.43386
N  5.88470  -0.70591  5.47461
C  4.69639  -1.21656  5.16384
O  4.29179  -0.79994  3.89945
C  1.20608  -0.62595  -0.87653
C  1.66373  -2.06350  -0.49877
C  0.90447  -2.69760  0.70940
C  -0.37234  -3.42944  0.58877
C  -1.03372  -4.04936  1.74824
C  -0.46296  -3.96297  3.09946
C  0.79149  -3.23087  3.23700
C  1.45023  -2.64239  2.08447
C  0.36841  -0.35639  -2.06582
C  -0.03973  -1.60003  -2.91106
I  -1.95457  -2.55458  -2.79789
C  0.89184  -2.07768  -3.79579
C  0.68450  -3.27572  -4.76696
I  2.82836  -1.08536  -3.91025
N  -0.01195  0.93311  -2.42970
C  -0.81188  1.13399  -3.65648
C  -2.37314  1.04556  -3.42607
S  -2.99219  1.87948  -1.91245
C  -2.97281  0.71076  -0.55378
N  -3.94814  -0.10270  -0.10379
N  -3.54147  -0.80615  0.97891
C  -2.25685  -0.41492  1.21299
O  -1.88101  0.50483  0.29391
C  0.37165  2.01596  -1.64250
I  -0.14792  4.05903  -2.10860
H  -1.75454  2.53102  2.72577
H  -1.69340  1.41702  4.15088
H  -1.43577  3.21747  4.37363
H  0.52018  1.13297  3.03192
H  0.76294  2.03284  4.58815
H  0.80727  4.22188  3.18977
H  2.16673  3.12117  2.70864
H  -0.00775  4.25495  1.00372
H  -0.34398  2.45525  1.09219
H  2.75274  1.43366  1.63318
H  2.08023  -0.15891  2.04779
H  4.25584  -0.20487  -0.21003
H  4.05632  -1.20924  1.28638
H  4.01489  -1.86997  5.74313
H  2.75805  -2.06445  -0.22375
H  1.59188  -2.79999  -1.34830
H  -0.86872  -3.57273  -0.39451
H  -1.97851  -4.61989  1.61329
H  -0.96866  -4.43870  3.97227
H  1.22635  -3.13676  4.26062
H  2.42554  -2.12155  2.25218
H  -0.38389  -3.40719  -5.09370
H  1.13351  -4.20206  -4.33158
H  1.24778  -3.01923  -5.71141
H  -0.56833  0.38451  -4.46371
H  -0.60783  2.12904  -4.14210
H  -2.79339  0.01208  -3.43460
H  -2.85378  1.57696  -4.29636
H  -1.61268  -0.77433  2.04587
C  -6.67472  2.40604  -4.12215
N  -5.67232  2.03242  -5.15645
O  -4.94441  1.08029  -4.91743
O  -5.64915  2.70194  -6.16649
H  -6.57937  1.72469  -3.28109
H  -6.46478  3.42883  -3.81695
H  -7.65979  2.32439  -4.57622